{"formula": "C43H41N4O3P2PtTe", "method": "the ωB97M-V functional and the def2-TZVPD basis", "total_energy_ha": -3177.8306, "molar_mass_da": 1046.45, "spin_multiplicity": 2, "homo_lumo_gap_ev": [4.847, 4.937], "max_force_ev_per_a": 4.33, "symbols": ["Pt", "Te", "C", "C", "C", "N", "C", "C", "C", "P", "C", "C", "C", "C", "C", "C", "C", "C", "C", "C", "C", "C", "P", "C", "C", "C", "C", "C", "C", "C", "C", "C", "C", "C", "C", "H", "H", "H", "H", "H", "H", "H", "H", "H", "H", "H", "H", "H", "H", "H", "H", "H", "H", "H", "H", "H", "H", "H", "H", "N", "C", "C", "O", "O", "H", "H", "H", "H", "H", "N", "C", "C", "C", "C", "C", "C", "H", "H", "H", "H", "H", "H", "H", "O", "N", "C", "C", "C", "C", "C", "H", "H", "H", "H", "H"], "positions_angstrom": [[0.03481, -0.11779, 0.42534], [-2.82827, 3.91819, 0.62436], [-4.90517, 3.35250, 0.51886], [-5.54748, 3.51473, -0.70505], [-6.87321, 3.13660, -0.82089], [-7.57873, 2.63953, 0.18338], [-6.97455, 2.51343, 1.35525], [-5.64838, 2.85277, 1.58091], [-2.01502, 2.02815, 0.18452], [-2.00200, 0.60418, 1.26165], [-3.23753, -0.65667, 0.77899], [-4.59469, -0.41001, 0.59531], [-5.44127, -1.44402, 0.23917], [-4.94934, -2.72628, 0.05527], [-3.59678, -2.98186, 0.23288], [-2.75230, -1.94903, 0.58750], [-2.58158, 1.17131, 2.88097], [-1.80274, 2.15601, 3.50631], [-2.11272, 2.60647, 4.77096], [-3.19643, 2.06948, 5.45518], [-3.94453, 1.06057, 4.86533], [-3.64123, 0.60526, 3.59614], [-0.74710, 1.57938, -1.12847], [-0.72343, 3.14836, -2.06597], [-0.23401, 4.29472, -1.44601], [-0.18482, 5.49783, -2.12412], [-0.62136, 5.56899, -3.43874], [-1.06434, 4.42216, -4.07864], [-1.09949, 3.21470, -3.40410], [-2.00090, 0.58398, -1.99894], [-3.22286, 1.14978, -2.35259], [-4.24906, 0.35191, -2.81550], [-4.05868, -1.01530, -2.94493], [-2.83995, -1.58398, -2.60813], [-1.81933, -0.78790, -2.11911], [-5.01996, 3.93778, -1.54912], [-7.39857, 3.23666, -1.76314], [-7.59009, 2.11423, 2.15264], [-5.20980, 2.72205, 2.56007], [-4.98277, 0.59068, 0.71567], [-6.49358, -1.24157, 0.09603], [-5.61554, -3.52539, -0.23564], [-3.20416, -3.97912, 0.07778], [-1.68090, -2.11644, 0.69189], [-0.94520, 2.55154, 2.97335], [-1.51122, 3.37566, 5.23595], [-3.45437, 2.43389, 6.43878], [-4.77722, 0.62844, 5.40242], [-4.24153, -0.17400, 3.14717], [0.11488, 4.22448, -0.42328], [0.18671, 6.38316, -1.62782], [-0.60355, 6.51256, -3.96503], [-1.39621, 4.47226, -5.10657], [-1.44629, 2.32576, -3.91270], [-3.36221, 2.21718, -2.24630], [-5.20500, 0.79372, -3.05283], [-4.86705, -1.63834, -3.29329], [-2.69640, -2.65138, -2.70127], [-0.86228, -1.21014, -1.81467], [-1.23367, -2.28924, 4.18917], [-0.60882, -3.36800, 3.43617], [0.36113, -2.76992, 2.42743], [0.85794, -3.38468, 1.51436], [0.62873, -1.47826, 2.64246], [-1.62933, -2.62242, 5.05855], [-1.98869, -1.86550, 3.65768], [0.08449, -1.18152, 3.40792], [-1.30492, -4.03189, 2.90478], [-0.02018, -3.98640, 4.11916], [2.03130, -1.16508, 0.01424], [2.84359, -0.94328, -1.11289], [2.68724, -1.71483, -2.25812], [3.46262, -1.46709, -3.37512], [4.40150, -0.45016, -3.36313], [4.56797, 0.31531, -2.22058], [3.79970, 0.06785, -1.09932], [1.75512, -2.14331, 0.12380], [2.48386, -0.84035, 0.86871], [1.94552, -2.49964, -2.26588], [3.32916, -2.06680, -4.26105], [4.99189, -0.25006, -4.24402], [5.28957, 1.12040, -2.21218], [3.93058, 0.66346, -0.20759], [0.76582, 0.88144, -2.13706], [1.31575, 1.01675, -3.34995], [0.85203, 0.28529, -4.40847], [1.41682, 0.40962, -5.64320], [2.49040, 1.28820, -5.84721], [2.91237, 2.06145, -4.75648], [2.31186, 1.93130, -3.54185], [0.03876, -0.38367, -4.18067], [1.04236, -0.19104, -6.45808], [2.96775, 1.37143, -6.80785], [3.72280, 2.76394, -4.86558], [2.58084, 2.49642, -2.66521]], "forces_ev_per_angstrom": [[-0.17, 0.52, 0.63], [-0.41, -1.07, 0.10], [0.29, 0.55, -0.31], [-0.02, -0.09, 0.12], [0.07, 0.03, -0.20], [-0.47, -0.15, -0.03], [0.08, -0.05, 0.18], [0.10, 0.12, -0.08], [0.84, 0.40, 0.74], [0.45, 1.56, -1.95], [0.03, -0.20, 0.35], [0.22, -0.02, -0.05], [-0.19, 0.00, -0.05], [0.09, -0.14, 0.06], [-0.25, -0.19, 0.03], [0.02, 0.06, 0.27], [0.55, -0.43, 0.78], [-0.05, -0.24, -0.34], [-0.09, 0.06, 0.25], [0.00, -0.07, -0.14], [-0.13, 0.16, 0.35], [0.29, 0.09, -0.45], [-3.28, 0.17, 2.82], [0.67, -0.21, -0.13], [0.08, -0.19, -0.01], [0.04, 0.11, -0.06], [0.06, 0.02, 0.00], [-0.05, 0.18, -0.15], [0.04, -0.05, 0.13], [0.38, -0.21, -0.82], [0.01, -0.15, -0.26], [0.06, 0.19, 0.01], [0.12, -0.28, -0.03], [-0.28, -0.08, -0.17], [0.22, 0.33, -0.45], [0.00, -0.02, -0.06], [-0.01, 0.04, -0.10], [0.03, -0.02, 0.13], [0.05, 0.00, 0.07], [-0.02, 0.08, 0.00], [-0.09, 0.01, -0.04], [-0.08, -0.07, -0.02], [0.01, -0.03, -0.02], [-0.10, -0.04, -0.06], [-0.06, 0.04, -0.02], [0.03, 0.05, -0.01], [0.00, 0.00, 0.09], [-0.08, -0.03, 0.03], [-0.03, -0.06, -0.02], [-0.02, 0.06, 0.09], [0.01, 0.06, 0.04], [0.00, 0.06, -0.04], [0.00, 0.00, -0.08], [-0.06, -0.04, -0.02], [-0.08, 0.01, 0.12], [-0.13, 0.04, -0.07], [-0.12, -0.12, -0.05], [-0.02, -0.10, 0.02], [-0.15, -0.05, -0.04], [-0.25, -0.03, 0.05], [-0.13, -0.04, -0.09], [-0.01, -0.04, 0.11], [-0.09, 0.07, 0.20], [0.49, -0.42, 0.06], [0.08, 0.09, 0.01], [-0.08, -0.01, 0.00], [-0.03, -0.10, 0.01], [0.18, 0.15, 0.01], [-0.01, 0.02, -0.09], [-0.10, 0.08, 0.25], [0.24, 0.07, -0.26], [-0.11, 0.02, 0.23], [0.09, 0.04, 0.03], [0.14, -0.07, -0.14], [0.05, -0.07, 0.02], [-0.07, -0.02, 0.04], [0.08, 0.23, 0.19], [-0.11, -0.26, -0.15], [-0.12, -0.12, -0.02], [-0.02, -0.11, -0.13], [0.09, 0.01, -0.07], [0.09, 0.02, 0.05], [-0.03, 0.10, 0.11], [1.98, -0.68, -1.48], [0.03, 0.55, -1.26], [0.12, 0.42, 1.30], [0.87, 0.45, -0.72], [-0.52, 0.03, 1.06], [0.04, -0.27, -1.37], [-1.14, -0.76, 0.81], [-0.11, -0.03, 0.15], [-0.08, -0.05, 0.00], [0.05, 0.04, -0.14], [0.06, 0.10, 0.02], [-0.05, -0.02, 0.09]]}